Entry from OMol25: one molecule with the formula C3H3NO2 at a distorted geometry (ωB97M-V with the def2-TZVPD basis set).

Energy relative to the best compared isomer or geometry (same formula, charge and spin)   1.985 eV
Kohn-Sham gap   0.4016 Ha
Structure (SMILES)   N#C[C@@H](O)C=O

XYZ file:
```
9
Properties=species:S:1:pos:R:3:mulliken_charge:R:1
N -0.77 -2.21 1.30 -0.34
C -0.38 -1.36 0.63 0.06
C 0.16 -0.25 -0.17 0.32
O -0.27 -0.33 -1.49 -0.48
C -0.12 1.12 0.47 -0.02
O -0.46 2.07 -0.17 -0.42
H 1.27 -0.32 -0.15 0.21
H 0.44 0.12 -1.96 0.34
H 0.12 1.16 1.55 0.33
```


Entry from OMol25: a 2-piece molecular cluster, C3H10NO2 overall at a distorted geometry (ωB97M-V with the def2-TZVPD basis set).

Energy relative to the best compared isomer or geometry (same formula, charge and spin)   1.120 eV
Kohn-Sham gap   0.3971 Ha
Net charge   +1

XYZ file:
```
16
Properties=species:S:1:pos:R:3:mulliken_charge:R:1
C -0.36 0.69 -1.69 -0.53
C -1.21 -0.27 -0.82 -0.65
C -1.23 0.05 0.65 0.21
O -0.66 1.02 1.09 -0.57
N 0.90 1.12 -1.02 -0.28
H -0.90 1.58 -1.86 0.36
H -0.10 0.17 -2.58 0.34
H -0.84 -1.27 -0.95 0.35
H -2.20 -0.16 -1.28 0.33
H -1.66 -0.66 1.36 0.41
H 1.32 1.95 -1.46 0.37
H 1.67 0.44 -1.04 0.36
H 0.79 1.32 -0.04 0.29
H 1.85 -2.70 3.32 0.32
H 1.45 -1.21 3.34 0.32
O 1.19 -2.06 2.99 -0.64
```


Entry from OMol25: C16H32F3NO2PtSi as an isolated structure at a distorted geometry (ωB97M-V with the def2-TZVPD basis set).

Kohn-Sham gap   0.0805 Ha
Net charge   +2

XYZ file:
```
56
Properties=species:S:1:pos:R:3:mulliken_charge:R:1
C 4.27 2.98 -0.37 -1.08
C 4.74 1.96 0.65 -0.46
C 4.56 0.50 0.21 -0.48
O 3.44 0.31 -0.66 -0.20
C 2.18 0.43 -0.11 -0.65
Si 1.23 -1.18 -0.52 0.03
C 2.28 -2.49 -1.34 -0.71
C 3.16 -1.98 -2.47 -0.35
N 4.41 -2.04 -2.52 -0.54
C -0.41 -0.91 -1.40 -0.79
C -0.83 0.54 -1.56 -0.29
C -2.13 0.66 -2.39 -1.12
C -3.39 0.66 -1.54 -0.71
C -3.61 1.93 -0.72 -0.75
C -4.20 1.69 0.67 -0.96
C -3.17 1.34 1.75 -0.71
C -2.96 -0.14 1.99 0.05
O -4.15 -0.73 2.40 -0.26
C -4.06 -1.84 3.26 -0.62
C 0.79 -1.90 1.26 0.61
F 0.39 -1.05 2.14 -0.16
F -0.19 -2.89 1.23 -0.29
F 1.86 -2.57 1.83 -0.33
H 4.68 3.96 -0.13 0.40
H 4.59 2.73 -1.38 0.30
H 3.19 3.09 -0.38 0.23
H 5.81 2.08 0.83 0.40
H 4.25 2.13 1.61 0.26
H 5.42 0.14 -0.34 0.44
H 4.43 -0.14 1.10 0.34
H 2.20 0.59 0.97 0.59
H 1.64 1.27 -0.56 0.33
H 1.59 -3.22 -1.79 0.43
H 2.92 -3.03 -0.63 0.43
H 2.64 -1.52 -3.31 0.46
H 4.89 -2.51 -1.76 0.25
H -1.17 -1.45 -0.81 0.43
H -0.36 -1.42 -2.36 0.61
H -1.02 0.98 -0.57 0.16
H -0.05 1.14 -2.03 0.51
H -2.17 -0.16 -3.11 0.45
H -2.08 1.59 -2.97 0.38
H -3.39 -0.23 -0.90 0.31
H -4.24 0.51 -2.21 0.43
H -2.67 2.48 -0.63 0.39
H -4.29 2.58 -1.28 0.43
H -4.74 2.58 0.98 0.38
H -4.92 0.87 0.61 0.45
H -3.47 1.78 2.70 0.41
H -2.19 1.76 1.50 0.40
H -2.65 -0.62 1.04 -0.18
H -2.16 -0.32 2.72 0.54
H -3.80 -1.51 4.27 0.32
H -3.30 -2.54 2.91 0.23
H -5.03 -2.32 3.27 0.29
Pt 1.29 -4.57 0.85 0.93
```


Entry from OMol25: an isolated ion of composition C5H15N3 and charge +2 at a distorted geometry (ωB97M-V with the def2-TZVPD basis set).

Energy relative to the best compared isomer or geometry (same formula, charge and spin)   4.439 eV
Kohn-Sham gap   0.3265 Ha
Structure (SMILES)   C[C@@H]([NH3+])C/C([NH3+])=C/N
Net charge   +2

XYZ file:
```
23
Properties=species:S:1:pos:R:3:mulliken_charge:R:1
C 0.42 -0.95 -1.55 -1.32
C -0.84 -0.11 -1.41 1.07
N -2.07 -1.05 -1.54 -0.53
C -1.05 0.49 -0.12 -1.68
C 0.14 0.39 0.74 -0.20
N 0.17 -0.73 1.74 -0.23
C 1.12 1.35 0.81 -0.11
N 2.33 1.24 1.44 -0.44
H 0.89 -1.14 -0.64 0.36
H 1.23 -0.12 -1.97 0.32
H 0.37 -1.86 -2.16 0.50
H -0.91 0.68 -2.32 0.34
H -2.81 -0.66 -2.33 0.43
H -2.65 -1.12 -0.65 0.35
H -1.84 -2.10 -1.84 0.40
H -1.92 0.08 0.44 0.37
H -1.27 1.68 0.04 0.36
H 0.11 -0.43 2.75 0.36
H -0.60 -1.48 1.44 0.42
H 0.99 -1.25 1.65 0.38
H 0.95 2.12 0.08 0.41
H 2.57 0.44 1.99 0.16
H 3.19 1.90 1.24 0.29
```


Entry from OMol25: a 2-piece molecular cluster, C3H8ClN overall at a distorted geometry (ωB97M-V with the def2-TZVPD basis set).

Energy relative to the best compared isomer or geometry (same formula, charge and spin)   2.339 eV
Kohn-Sham gap   0.3476 Ha

XYZ file:
```
13
Properties=species:S:1:pos:R:3:mulliken_charge:R:1
C 1.75 -0.34 0.72 -1.05
C 0.63 -0.74 -0.18 -0.48
C -1.10 0.64 0.14 -0.33
N -1.33 1.04 -1.11 -0.44
Cl -2.31 -0.67 0.78 -0.28
H 1.53 -0.53 1.77 0.29
H 2.57 -1.00 0.45 0.34
H 1.98 0.63 0.50 0.35
H 0.81 -0.54 -1.21 0.30
H 0.00 -1.66 -0.02 0.38
H -0.99 1.34 0.95 0.37
H -1.38 0.14 -1.56 0.30
H -2.18 1.68 -1.24 0.26
```


Entry from OMol25: a 4-piece molecular cluster, CH8O4 overall at a distorted geometry (ωB97M-V with the def2-TZVPD basis set).

Energy relative to the best compared isomer or geometry (same formula, charge and spin)   0.157 eV
Kohn-Sham gap   0.3993 Ha
Structure (SMILES)   C=O.O.O.O

XYZ file:
```
13
Properties=species:S:1:pos:R:3:mulliken_charge:R:1
C -0.54 1.65 1.29 -0.01
O -0.29 2.20 0.24 -0.50
H -0.16 0.64 1.38 0.20
H -0.92 2.26 2.13 0.28
O 0.42 -1.77 -1.06 -0.65
H 1.34 -2.04 -1.01 0.29
H 0.45 -1.03 -1.69 0.38
O 0.75 0.74 -2.19 -0.72
H 0.24 1.14 -1.47 0.42
H 1.65 1.02 -1.97 0.32
O -0.95 -1.22 1.52 -0.62
H -0.78 -1.69 0.69 0.33
H -1.22 -1.89 2.15 0.28
```


Entry from OMol25: a 2-piece molecular cluster, C4H6N4O overall at a distorted geometry (ωB97M-V with the def2-TZVPD basis set).

Energy relative to the best compared isomer or geometry (same formula, charge and spin)   3.714 eV
Kohn-Sham gap   0.3504 Ha

XYZ file:
```
15
Properties=species:S:1:pos:R:3:mulliken_charge:R:1
C -2.73 -0.27 -0.29 -0.04
C -0.65 -0.14 -0.28 0.47
C 1.29 1.89 0.73 0.14
C 2.20 -0.30 -0.09 -0.74
N -1.75 0.62 -0.39 -0.47
N -0.85 -1.44 -0.18 -0.51
N -2.18 -1.51 -0.29 0.09
N 1.16 0.80 0.01 -0.14
O 2.43 2.20 1.03 -0.58
H -3.78 -0.08 -0.51 0.37
H 0.32 2.42 0.99 0.31
H 1.57 -1.29 -0.10 0.28
H 2.69 -0.19 -1.08 0.25
H 2.73 -0.26 0.87 0.34
H -2.45 -2.46 -0.41 0.24
```


Entry from OMol25: an isolated ion of composition C2H7N2O2 and charge +1 at a distorted geometry (ωB97M-V with the def2-TZVPD basis set).

Energy relative to the best compared isomer or geometry (same formula, charge and spin)   6.440 eV
Kohn-Sham gap   0.3674 Ha
Structure (SMILES)   CCN(O)[NH+]=O
Net charge   +1

XYZ file:
```
13
Properties=species:S:1:pos:R:3:mulliken_charge:R:1
C -0.68 -0.17 -1.66 -0.93
C -0.26 -0.69 -0.28 -0.38
N 0.40 0.29 0.58 0.41
O 1.59 0.86 0.15 -0.33
N 0.09 0.35 1.83 0.37
O 0.82 0.88 2.62 -0.49
H -1.30 0.79 -1.54 0.32
H 0.14 0.00 -2.39 0.32
H -1.18 -1.15 -1.88 0.30
H 0.49 -1.45 -0.37 0.34
H -1.17 -1.04 0.23 0.35
H 1.83 1.59 0.67 0.38
H -0.77 -0.26 2.04 0.34
```


Entry from OMol25: C35H36AsCaClIN2O3PS2 as an isolated structure at a distorted geometry (ωB97M-V with the def2-TZVPD basis set).

Kohn-Sham gap   0.2726 Ha

XYZ file:
```
83
Properties=species:S:1:pos:R:3:mulliken_charge:R:1
Ca 0.55 -0.21 -0.02 0.32
Cl 3.95 -6.00 2.41 -0.29
C 2.79 -4.76 2.03 0.67
C 1.60 -4.72 2.70 -0.67
C 0.67 -3.72 2.42 -0.30
I -1.16 -3.73 3.44 0.05
C 0.88 -2.70 1.49 0.22
O 0.05 -1.74 1.26 -0.19
C 2.11 -2.80 0.75 0.14
N 2.30 -1.90 -0.25 0.04
C 3.38 -1.96 -0.99 -0.90
C 4.39 -2.92 -0.79 -0.75
C 4.23 -3.84 0.21 -1.02
C 3.07 -3.82 1.02 0.32
H 1.39 -5.47 3.45 0.43
H 3.47 -1.21 -1.77 0.48
H 5.26 -2.93 -1.42 0.47
H 4.98 -4.60 0.39 0.43
C -5.80 0.08 -3.38 -0.43
C -5.99 0.01 -2.01 -0.76
C -4.92 -0.23 -1.17 -0.16
C -3.64 -0.40 -1.69 0.44
C -3.45 -0.32 -3.07 -0.51
C -4.53 -0.09 -3.91 -0.70
As -2.07 -0.80 -0.58 0.37
C -2.21 -2.75 -0.71 0.35
C -1.05 -3.45 -1.02 -0.80
C -1.08 -4.83 -1.20 -0.45
C -2.27 -5.52 -1.07 -0.57
C -3.44 -4.83 -0.77 -0.77
C -3.40 -3.45 -0.59 -0.07
C -2.83 -0.32 1.14 0.89
C -2.65 1.01 1.52 -0.50
C -3.12 1.48 2.73 -0.79
C -3.79 0.62 3.59 -0.49
C -3.99 -0.70 3.22 -0.81
C -3.51 -1.17 2.00 -0.15
H -6.64 0.26 -4.04 0.38
H -6.98 0.14 -1.60 0.40
H -5.07 -0.27 -0.10 0.35
H -2.46 -0.43 -3.47 0.35
H -4.38 -0.03 -4.98 0.39
H -0.11 -2.92 -1.12 0.24
H -0.16 -5.36 -1.44 0.43
H -2.30 -6.59 -1.21 0.39
H -4.37 -5.36 -0.67 0.40
H -4.32 -2.92 -0.38 0.43
H -2.14 1.69 0.84 0.33
H -2.96 2.51 3.02 0.43
H -4.15 0.97 4.55 0.37
H -4.51 -1.38 3.89 0.44
H -3.66 -2.21 1.74 0.65
C 5.50 1.98 -0.29 -1.26
C 4.58 2.15 0.91 0.49
C 4.26 0.81 1.56 -1.15
O 3.43 2.93 0.51 -0.28
P 1.98 2.47 0.00 1.43
S 2.10 1.30 -1.61 -0.69
S 0.86 1.89 1.54 -0.40
O 1.45 3.86 -0.59 -0.11
C 1.59 5.20 -0.07 0.69
C 1.37 5.30 1.44 -1.45
C 2.92 5.81 -0.50 -1.39
H 6.42 1.46 0.00 0.46
H 5.76 2.95 -0.71 0.34
H 5.00 1.39 -1.06 0.19
H 5.08 2.79 1.64 0.28
H 3.73 0.17 0.86 0.00
H 3.65 0.95 2.45 0.35
H 5.19 0.32 1.84 0.53
H 0.78 5.74 -0.57 0.29
H 2.09 4.68 1.97 0.29
H 0.37 4.98 1.71 0.30
H 1.50 6.34 1.74 0.48
H 3.73 5.44 0.12 0.22
H 2.86 6.89 -0.40 0.47
H 3.13 5.55 -1.54 0.33
C -0.76 4.30 -2.79 -1.09
C -1.14 3.05 -2.15 0.53
N -1.42 2.07 -1.62 -0.18
H -1.16 5.14 -2.22 0.25
H -1.14 4.33 -3.81 0.41
H 0.33 4.36 -2.80 0.18
```


Entry from OMol25: one molecule with the formula C7H7Cl2NO at a distorted geometry (ωB97M-V with the def2-TZVPD basis set).

Kohn-Sham gap (alpha / beta)   0.2587 / 0.2507 Ha
Multiplicity   3

XYZ file:
```
18
Properties=species:S:1:pos:R:3:mulliken_charge:R:1
C -0.41 1.31 -1.63 -0.21
C -0.67 1.97 -0.50 -0.41
C -0.16 -0.09 -1.51 -0.41
C -0.99 1.39 0.85 -0.40
C 0.54 -2.17 -0.32 0.66
C 0.49 -0.72 -0.52 -0.59
C -0.10 0.96 1.79 0.37
N 0.00 -3.04 -1.04 -0.59
O 1.26 1.23 1.83 -0.47
Cl 1.52 -2.57 1.11 -0.24
Cl -0.63 0.08 3.25 -0.18
H -0.41 1.88 -2.70 0.27
H -0.59 3.10 -0.63 0.28
H -0.60 -0.72 -2.39 0.27
H -2.02 1.07 0.97 0.33
H 1.11 -0.15 0.18 0.71
H -0.06 -4.02 -0.83 0.26
H 1.71 0.46 2.08 0.34
```


Entry from OMol25: C7H12S as an isolated structure at a distorted geometry (ωB97M-V with the def2-TZVPD basis set).

Energy relative to the best compared isomer or geometry (same formula, charge and spin)   7.908 eV
Kohn-Sham gap   0.3094 Ha

XYZ file:
```
20
Properties=species:S:1:pos:R:3:mulliken_charge:R:1
C -0.88 -1.22 -1.98 -0.97
C 0.50 -1.46 -1.30 -0.36
C 1.10 0.50 0.68 0.07
C 1.53 -0.28 1.84 -0.64
C -0.21 1.15 0.86 0.52
C -0.40 2.18 -0.12 -0.78
C -0.86 0.45 1.82 -0.96
H -0.85 -0.63 -2.95 0.28
H -1.67 -0.62 -1.58 0.32
H -1.10 -2.35 -2.31 0.27
H 1.14 -2.08 -2.06 0.29
H 0.41 -2.00 -0.36 0.34
H 2.30 -1.03 1.88 0.37
H 0.84 -0.36 2.96 0.26
H 0.20 2.03 -1.15 0.29
H -0.07 3.34 0.53 0.24
H -1.65 2.08 -0.31 0.22
H -1.79 0.82 1.98 0.42
H -0.20 -0.30 2.50 -0.06
S 1.66 -0.22 -0.93 -0.13
```


Entry from OMol25: one molecule with the formula C11H12N2O at a distorted geometry (ωB97M-V with the def2-TZVPD basis set).

Energy relative to the best compared isomer or geometry (same formula, charge and spin)   2.681 eV
Kohn-Sham gap   0.3618 Ha
Structure (SMILES)   O[C@@H](Cn1cccn1)c1ccccc1

XYZ file:
```
26
Properties=species:S:1:pos:R:3:mulliken_charge:R:1
O 1.07 -2.22 -0.59 -0.58
C 0.26 -1.67 0.37 0.03
C 1.16 -0.86 1.37 -1.27
N 1.56 0.40 0.85 1.00
C 1.01 1.61 0.97 -0.03
C 1.68 2.56 0.26 -0.74
C 2.78 1.71 -0.27 -0.17
N 2.57 0.47 0.02 -1.02
C -0.96 -0.88 -0.14 0.54
C -1.85 -0.42 0.83 -0.59
C -2.98 0.17 0.35 -0.33
C -3.24 0.44 -0.91 -0.75
C -2.38 -0.12 -1.84 -0.26
C -1.24 -0.72 -1.49 -0.41
H 1.85 -1.59 -0.65 0.47
H -0.07 -2.51 0.98 0.40
H 0.76 -0.66 2.37 0.53
H 2.00 -1.56 1.39 0.41
H 0.21 1.87 1.71 0.31
H 1.30 3.54 0.07 0.40
H 3.66 2.08 -0.91 0.33
H -1.57 -0.56 1.86 0.36
H -3.62 0.60 1.10 0.32
H -4.22 0.84 -1.13 0.36
H -2.59 -0.14 -2.88 0.40
H -0.57 -1.08 -2.34 0.30
```